(1)
# C40H35CoN5O4P2S2

A structure of composition C40H35CoN5O4P2S2 at a distorted geometry (ωB97M-V/def2-TZVPD, the Open Molecules 2025 dataset).

```
89
Properties=species:S:1:pos:R:3:forces:R:3
Co -1.1526 1.5954 0.0887 0.4 0.4 0.0
C -0.6487 4.3547 -4.4480 -0.4 -0.2 0.2
S -2.3317 3.9667 -3.8902 0.0 0.0 -0.2
C -2.0243 3.2256 -2.3489 1.0 -0.1 0.8
S -0.4290 3.0934 -1.7236 0.0 0.1 0.0
N -3.0780 2.8162 -1.7124 -1.9 0.3 -1.0
N -2.8948 2.3368 -0.4934 -1.4 -0.5 1.1
C -3.9217 1.9202 0.1970 0.8 1.0 -2.0
C -3.6626 1.5344 1.5383 0.5 -0.5 1.6
C -4.6892 1.2788 2.4616 0.2 0.1 -0.6
C -4.3720 0.9754 3.7626 0.5 0.0 0.2
C -3.0258 0.9304 4.1277 -0.3 0.0 -0.1
C -2.0684 1.1812 3.1629 0.1 0.0 0.2
N -2.3565 1.4679 1.8996 -0.7 0.2 -0.2
H -0.7462 4.7994 -5.4325 -0.1 0.1 -0.1
H -0.0704 3.4374 -4.4988 0.1 0.0 -0.1
H -0.1902 5.0517 -3.7535 0.1 0.0 -0.1
H -4.9178 1.8913 -0.2226 -0.1 0.1 -0.1
H -5.7114 1.3388 2.1253 -0.1 0.0 0.0
H -5.1461 0.7794 4.4898 0.0 0.0 0.0
H -2.7303 0.6890 5.1362 0.1 0.0 0.1
H -1.0164 1.1323 3.4196 0.0 0.0 0.0
C 2.5215 -0.9858 1.3324 0.2 -0.1 -0.1
N 1.2220 -0.4503 0.9520 -0.4 0.6 0.2
P -0.2972 -1.0435 1.5563 0.6 -1.0 -0.2
C -0.7507 -2.4210 0.4347 -0.2 0.2 0.2
C -2.1172 -2.6945 0.4291 0.2 0.0 0.1
C -2.6495 -3.6381 -0.4259 0.0 -0.2 0.0
C -1.8129 -4.3394 -1.2790 0.0 -0.1 0.1
C -0.4523 -4.0804 -1.2730 0.1 -0.2 0.0
C 0.0816 -3.1154 -0.4334 0.0 0.0 0.2
C 0.3818 -1.9746 2.9854 -0.2 0.1 0.0
C 0.4149 -3.3597 3.0765 0.0 0.0 -0.1
C 1.0658 -3.9737 4.1336 0.0 -0.1 0.1
C 1.6907 -3.2132 5.1080 0.1 -0.1 0.0
C 1.6252 -1.8296 5.0487 0.0 0.0 0.1
C 0.9631 -1.2184 4.0008 -0.1 0.0 0.1
P 1.0746 1.1822 0.5045 1.5 -0.5 0.4
C 1.9618 2.2265 1.7373 -0.3 -0.2 -0.3
C 3.3474 2.3485 1.7986 0.0 0.0 0.1
C 3.9254 3.2271 2.6988 0.1 -0.1 0.0
C 3.1330 3.9804 3.5505 -0.1 0.0 0.0
C 1.7543 3.8629 3.4961 0.0 0.1 0.1
C 1.1744 2.9967 2.5868 -0.1 -0.1 -0.1
C 2.2283 1.3025 -0.8960 -0.2 0.1 -0.1
C 2.6645 2.5681 -1.2825 0.0 -0.1 0.1
C 3.4637 2.7164 -2.3984 0.1 0.1 0.0
C 3.8622 1.6032 -3.1230 -0.1 0.0 0.0
C 3.4284 0.3445 -2.7441 0.1 -0.1 -0.1
C 2.5957 0.1939 -1.6497 -0.1 0.1 0.1
H 2.5282 -2.0700 1.2155 0.1 0.0 0.0
H 2.7817 -0.7518 2.3685 0.0 0.0 -0.1
H 3.2874 -0.5546 0.6868 0.0 -0.1 0.0
H -2.7663 -2.1246 1.0791 -0.2 0.1 0.0
H -3.7137 -3.8140 -0.4352 -0.1 0.0 0.0
H -2.2254 -5.0787 -1.9501 0.0 -0.1 -0.1
H 0.2026 -4.6328 -1.9309 0.1 0.0 -0.1
H 1.1415 -2.9061 -0.4754 0.1 0.0 0.0
H -0.0500 -3.9620 2.3096 0.0 0.0 -0.1
H 1.0966 -5.0533 4.1904 0.0 0.0 0.0
H 2.2411 -3.6951 5.9030 0.0 0.0 0.1
H 2.0964 -1.2305 5.8157 0.0 0.0 0.0
H 0.9218 -0.1368 3.9526 0.1 0.1 0.0
H 3.9747 1.7860 1.1211 0.0 0.0 0.0
H 5.0000 3.3382 2.7292 0.1 0.0 0.0
H 3.5874 4.6745 4.2423 0.0 0.0 0.1
H 1.1300 4.4573 4.1460 0.0 0.1 0.1
H 0.0955 2.9335 2.4955 0.0 0.1 0.1
H 2.3604 3.4302 -0.7026 0.0 0.1 -0.1
H 3.7745 3.7040 -2.7040 0.1 0.1 0.0
H 4.4975 1.7208 -3.9884 0.1 0.0 -0.1
H 3.7306 -0.5290 -3.3005 0.0 -0.1 -0.1
H 2.2372 -0.7910 -1.3900 0.0 -0.1 0.1
O -3.5299 -0.4716 -1.4452 -0.4 0.0 0.1
C -2.3359 -0.5238 -1.6777 0.1 -0.1 -0.5
O -1.3877 -0.0032 -0.9906 0.3 0.0 0.1
C -1.8334 -1.2795 -2.8980 -0.1 0.1 -0.1
C -2.7242 -1.7632 -3.8504 0.1 0.1 0.1
C -2.2592 -2.4146 -4.9837 -0.1 0.0 0.0
C -0.9036 -2.6102 -5.1716 0.4 0.0 0.1
C -0.0225 -2.1565 -4.1963 -1.4 0.3 0.2
C -0.4749 -1.4783 -3.0739 0.2 0.0 -0.2
N 1.3790 -2.4122 -4.3300 0.7 -0.2 -0.2
O 2.0415 -2.4487 -3.3074 0.2 0.0 0.1
O 1.8279 -2.5962 -5.4448 0.1 0.0 0.0
H -3.7799 -1.6039 -3.6943 -0.1 0.0 0.0
H -2.9591 -2.7681 -5.7254 0.0 0.0 -0.1
H -0.5097 -3.1083 -6.0445 0.0 0.0 0.0
H 0.2258 -1.0876 -2.3547 0.0 0.0 0.1
```
Forces are in eV/Å.

Results
Kohn-Sham gap (alpha / beta): 6.85 / 6.82 eV
relative energy (zero: lowest compared OMol25 entry of this formula, charge and spin): 102.02 kJ/mol
2S+1: 4
highest occupied orbital energy (alpha / beta): -7.53 / -7.62 eV
electronic energy: -4981.852112 Eh

---

(2)
# C4H12

A cluster of 2 separate species, C4H12 in total at a distorted geometry (ωB97M-V/def2-TZVPD, the Open Molecules 2025 dataset).

```
16
Properties=species:S:1:pos:R:3:forces:R:3
C 1.1316 -1.4453 -0.7024 4.8 -0.4 -0.4
C 1.8079 -1.4073 0.7310 0.0 -3.5 -1.4
H 0.5878 -2.3206 -0.9203 -0.9 -0.9 -0.1
H 0.5552 -0.5367 -0.8369 0.2 0.0 -0.4
H 2.1437 -1.5347 -1.3676 -2.9 0.6 0.6
H 1.0655 -0.8566 1.2115 -0.4 0.8 2.2
H 2.7385 -0.9144 0.5551 0.4 0.7 0.6
H 2.0843 -2.4891 1.2169 -1.1 2.7 -1.2
C -1.7676 1.0516 -0.5406 1.2 -4.7 -1.2
C -1.3089 1.8612 0.5760 1.3 3.0 1.0
H -2.7243 1.2739 -0.8953 -1.7 0.0 -0.4
H -1.1439 0.9482 -1.4830 -0.2 1.0 1.2
H -1.6359 -0.0741 -0.2070 -1.2 1.9 -0.6
H -0.8559 2.7914 0.1468 0.8 -0.9 0.6
H -1.9763 2.3991 1.2709 -0.9 -1.0 -0.5
H -0.7018 1.2532 1.2448 0.7 0.6 -0.2
```
Forces are in eV/Å.

Results
Kohn-Sham gap: 11.98 eV
relative energy (zero: lowest compared OMol25 entry of this formula, charge and spin): 176.79 kJ/mol
2S+1: 1
highest occupied orbital energy: -10.87 eV
electronic energy: -159.517638 Eh